Entry 1:
{
  "formula": "C6H9ClN2O2",
  "method": "ωB97M-V with the def2-TZVPD basis set",
  "elements": ["C", "C", "C", "C", "C", "Cl", "N", "N", "O", "C", "O", "H", "H", "H", "H", "H", "H", "H", "H", "H"],
  "positions_angstrom": [[-1.5230, 0.2654, 0.1110], [-0.1757, -0.4500, -0.0376], [-0.0251, -1.7264, 0.8809], [-0.1139, -0.9175, -1.4854], [1.0568, 0.7353, 0.1106], [2.5990, -0.1131, 0.0575], [1.0060, 1.5952, -0.9921], [0.8337, 2.7358, -0.6898], [0.5698, 2.9141, 0.6905], [0.7756, 1.6734, 1.2386], [0.5910, 1.3786, 2.3846], [-2.3006, -0.4605, -0.2785], [-1.7098, 1.1411, -0.5413], [-1.7110, 0.6951, 1.0882], [-0.5117, -2.5424, 0.3216], [1.0638, -2.1372, 0.8839], [-0.2800, -1.5151, 1.8856], [-0.7019, -1.8242, -1.6701], [0.9461, -1.2766, -1.7554], [-0.3890, -0.1712, -2.2027]],
  "forces_ev_per_angstrom": [[-1.0, -0.3, -0.7], [0.7, 0.8, -0.4], [2.7, 0.3, -2.0], [2.3, -1.5, -0.6], [-1.6, -3.0, 0.4], [0.3, 0.4, 0.5], [0.8, -0.8, -2.1], [-0.8, 2.4, -0.9], [0.5, -0.9, 0.9], [-0.5, -0.5, 1.8], [0.3, 0.6, -0.4], [0.6, 0.7, 1.1], [0.8, -0.4, -0.2], [-0.3, -0.7, 0.5], [-0.6, 0.4, 0.9], [-1.6, 1.1, 0.0], [-0.7, -0.2, 0.9], [-0.3, 0.3, 0.3], [-1.4, 0.7, 0.4], [-0.2, 0.5, -0.3]],
  "energy_ev": -25962.9293,
  "total_charge": 0,
  "smiles": "CC(C)(C)[C@@]1(Cl)N=NOC1=O"
}

---

Entry 2:
{
  "formula": "C24H42N6OP2PtS2",
  "method": "ωB97M-V with the def2-TZVPD basis set",
  "elements": ["Pt", "O", "S", "N", "C", "N", "C", "C", "N", "C", "S", "H", "H", "H", "H", "H", "H", "C", "C", "C", "C", "P", "C", "C", "C", "C", "C", "C", "C", "C", "C", "C", "H", "H", "H", "H", "H", "H", "H", "H", "H", "H", "H", "H", "H", "H", "H", "H", "H", "H", "H", "H", "H", "H", "H", "C", "N", "C", "N", "C", "N", "C", "P", "C", "C", "H", "H", "H", "H", "H", "H", "H", "H", "H", "H", "H", "H", "H"],
  "positions_angstrom": [[-0.1725, 0.2596, 0.0414], [-0.7872, 3.4306, 0.4512], [-1.6748, 2.7034, -0.5384], [-0.7977, 1.6693, -1.2523], [-1.1528, 2.1482, 3.5914], [-1.8708, 0.9077, 3.6186], [-3.0886, 0.7112, 4.2086], [-3.4266, -0.5903, 4.0426], [-2.4083, -1.1784, 3.3463], [-1.4509, -0.2614, 3.0871], [0.0584, -0.6178, 2.3890], [-1.5201, 2.7924, 4.3858], [-1.2799, 2.6587, 2.6323], [-0.0933, 1.9475, 3.7461], [-3.6024, 1.5001, 4.7161], [-4.2951, -1.1299, 4.3621], [-2.3308, -2.1574, 3.1167], [-1.6342, -0.1860, -3.5200], [-0.6813, -1.2838, -3.0555], [0.7690, -0.7935, -3.1269], [-0.8511, -2.5217, -3.9321], [-0.9064, -1.6343, -1.2112], [0.1481, -3.0847, -0.9304], [-0.2121, -4.3574, -1.3652], [0.6504, -5.4222, -1.1878], [1.8761, -5.2317, -0.5721], [2.2354, -3.9711, -0.1235], [1.3763, -2.9007, -0.3020], [-2.6647, -2.1032, -0.6792], [-2.4974, -3.0303, 0.5317], [-3.5567, -2.7756, -1.7198], [-3.3169, -0.7813, -0.2528], [-1.3431, 0.1449, -4.5159], [-1.5849, 0.6805, -2.8551], [-2.6615, -0.5374, -3.5704], [1.0116, -0.4781, -4.1383], [1.4576, -1.5882, -2.8437], [0.9087, 0.0597, -2.4535], [-0.6265, -2.2465, -4.9611], [-1.8695, -2.8984, -3.9114], [-0.1701, -3.3180, -3.6479], [-1.1616, -4.5236, -1.8490], [0.3657, -6.4026, -1.5364], [2.5458, -6.0680, -0.4383], [3.1863, -3.8301, 0.3646], [1.6507, -1.9089, 0.0525], [-2.3008, -4.0516, 0.2173], [-3.4095, -3.0364, 1.1252], [-1.6572, -2.7035, 1.1456], [-3.1345, -3.7058, -2.0887], [-3.7584, -2.1205, -2.5616], [-4.5120, -3.0135, -1.2515], [-2.6975, -0.2661, 0.4899], [-4.2965, -0.9632, 0.1827], [-3.4485, -0.1213, -1.1084], [2.8585, 5.0151, 0.4837], [3.0196, 3.9612, -0.6070], [4.2091, 3.0741, -0.2335], [4.0535, 2.5328, 1.0582], [3.9272, 3.5889, 2.0465], [2.7650, 4.4086, 1.7535], [1.5193, 3.7205, 1.9899], [1.2777, 2.2709, 0.8220], [1.7904, 3.1606, -0.7529], [2.9846, 1.5521, 1.1505], [1.9537, 5.5913, 0.2707], [3.7321, 5.6715, 0.4401], [3.2224, 4.4311, -1.4941], [5.1072, 3.6965, -0.2767], [4.2823, 2.2775, -0.9784], [4.8258, 4.2120, 2.0359], [3.8242, 3.1560, 3.0421], [0.6880, 4.4178, 1.8724], [1.5262, 3.3534, 3.0176], [0.9673, 3.8102, -1.0556], [1.9358, 2.4142, -1.5393], [3.1988, 0.7374, 0.4522], [2.9962, 1.1267, 2.1578]],
  "forces_ev_per_angstrom": [[1.3, -0.1, 1.8], [-2.3, 0.4, 0.0], [4.1, -0.5, -0.9], [-3.2, 1.0, 0.4], [0.5, 0.7, -0.2], [-0.1, -1.1, -0.3], [-0.5, -0.3, 0.2], [-0.2, 0.2, 0.1], [0.2, 0.7, 0.2], [-0.3, -0.1, 0.1], [0.8, -0.3, -1.4], [0.0, 0.0, 0.0], [0.0, -0.1, 0.1], [-0.1, 0.0, 0.1], [-0.2, 0.2, 0.1], [-0.1, -0.1, 0.1], [0.1, 0.1, -0.1], [-0.1, 0.3, 0.3], [0.0, 0.2, 0.3], [0.0, 0.1, 0.2], [0.0, -0.1, 0.2], [-0.3, 0.2, 0.0], [0.0, 0.4, 0.2], [-0.1, 0.0, 0.0], [0.0, -0.1, 0.0], [0.0, 0.0, 0.1], [0.1, -0.1, 0.0], [0.0, 0.1, 0.1], [0.2, 0.3, 0.1], [0.1, 0.1, -0.1], [0.2, 0.0, -0.1], [0.1, 0.0, 0.1], [0.0, -0.1, -0.1], [-0.1, -0.3, -0.3], [-0.1, -0.1, -0.1], [0.0, 0.0, -0.2], [0.1, 0.0, 0.0], [0.1, -0.1, -0.2], [0.0, 0.1, -0.1], [-0.1, -0.1, 0.0], [0.1, -0.1, -0.1], [-0.1, 0.0, -0.1], [0.0, -0.1, 0.0], [0.1, 0.0, 0.0], [0.1, 0.1, 0.1], [0.0, -0.1, 0.0], [0.0, -0.1, 0.1], [-0.2, 0.0, 0.0], [0.0, -0.1, 0.2], [0.0, -0.1, -0.1], [0.0, 0.0, -0.1], [-0.1, 0.0, 0.0], [-0.2, 0.0, 0.0], [-0.2, -0.1, 0.0], [0.0, 0.1, -0.1], [0.0, 0.6, 0.1], [0.4, 0.3, -0.1], [0.6, -0.2, -0.2], [0.4, 0.0, 0.2], [0.2, 0.0, 0.1], [0.1, 0.1, 0.3], [-0.8, -0.2, 0.2], [0.8, -0.7, -0.5], [-0.9, -0.6, -0.1], [-0.4, -0.3, 0.1], [0.1, -0.1, -0.1], [0.0, -0.1, -0.1], [0.0, 0.0, 0.1], [-0.2, 0.1, -0.1], [-0.1, 0.2, 0.0], [-0.1, 0.0, 0.0], [0.0, 0.0, -0.1], [0.0, -0.1, 0.1], [-0.1, 0.0, 0.0], [0.2, 0.0, 0.0], [0.1, 0.1, 0.1], [-0.1, 0.0, 0.0], [0.0, -0.1, -0.1]],
  "energy_ev": -80038.9116,
  "total_charge": 2
}

---

Entry 3:
{
  "formula": "C11H12Cl4N3O2Pd",
  "method": "ωB97M-V with the def2-TZVPD basis set",
  "elements": ["Pd", "C", "O", "C", "O", "N", "N", "H", "H", "H", "H", "H", "H", "Cl", "C", "C", "C", "C", "C", "C", "C", "H", "H", "H", "H", "H", "H", "Cl", "C", "Cl", "Cl", "C", "N"],
  "positions_angstrom": [[-0.1122, 0.5634, -0.0820], [4.5879, 3.2373, -0.2151], [3.9167, 1.9642, -0.1961], [2.5975, 1.8953, -0.1657], [2.0669, 0.7936, -0.1433], [1.8958, 3.0583, -0.1576], [0.5026, 2.9673, -0.1308], [5.6463, 3.0097, -0.2298], [4.3540, 3.8036, 0.6866], [4.3269, 3.7898, -1.1181], [2.3411, 3.9587, -0.1932], [0.1035, 3.3774, -0.9673], [0.1327, 3.4284, 0.6921], [-3.3635, -4.4181, 0.6076], [-2.9760, -2.7536, 0.3951], [-2.7722, -1.9487, 1.5191], [-2.4940, -0.6164, 1.3563], [-2.3852, -0.0344, 0.0546], [-2.1813, 1.3560, -0.1255], [-2.6284, -0.8934, -1.0672], [-2.9046, -2.2242, -0.8972], [-2.8579, -2.3812, 2.5073], [-2.3536, 0.0148, 2.2251], [-2.3055, 2.0189, 0.7210], [-2.3620, 1.7848, -1.1019], [-2.5859, -0.4745, -2.0641], [-3.0959, -2.8652, -1.7492], [2.6084, -4.3577, -0.3123], [0.8975, -4.1467, -0.0191], [-0.0577, -4.9030, -1.2794], [0.4439, -4.7507, 1.5629], [0.6157, -2.6862, -0.0471], [0.3984, -1.5676, -0.0657]],
  "forces_ev_per_angstrom": [[0.5, 0.0, 0.0], [-0.1, -0.1, 0.0], [0.0, 0.1, 0.0], [0.3, -0.1, 0.0], [0.1, 0.0, 0.0], [0.0, -0.1, 0.0], [-0.1, 0.0, 0.0], [0.0, 0.0, 0.0], [0.0, 0.0, 0.0], [0.0, 0.0, 0.0], [0.0, 0.0, 0.0], [0.0, 0.0, 0.0], [0.0, 0.0, 0.0], [0.0, 0.0, 0.0], [0.0, -0.1, 0.0], [0.0, 0.0, 0.0], [0.1, 0.0, 0.1], [-0.4, 0.0, -0.1], [-0.3, -0.1, 0.0], [0.1, 0.0, 0.0], [-0.1, 0.0, 0.0], [0.0, 0.0, 0.0], [0.0, 0.0, 0.0], [0.0, 0.0, 0.1], [0.0, 0.0, -0.1], [0.0, 0.0, 0.0], [0.0, 0.0, 0.1], [0.4, -0.1, -0.1], [-0.2, 0.7, 0.0], [-0.2, -0.1, -0.2], [-0.1, -0.1, 0.2], [0.1, -0.6, 0.0], [-0.2, 0.3, 0.0]],
  "s_squared": 2.05,
  "energy_ev": -73728.2198,
  "multiplicity": 3,
  "total_charge": 1
}

---

Please write out number 1 again, unchanged.
{
  "formula": "C6H9ClN2O2",
  "method": "ωB97M-V with the def2-TZVPD basis set",
  "elements": ["C", "C", "C", "C", "C", "Cl", "N", "N", "O", "C", "O", "H", "H", "H", "H", "H", "H", "H", "H", "H"],
  "positions_angstrom": [[-1.5230, 0.2654, 0.1110], [-0.1757, -0.4500, -0.0376], [-0.0251, -1.7264, 0.8809], [-0.1139, -0.9175, -1.4854], [1.0568, 0.7353, 0.1106], [2.5990, -0.1131, 0.0575], [1.0060, 1.5952, -0.9921], [0.8337, 2.7358, -0.6898], [0.5698, 2.9141, 0.6905], [0.7756, 1.6734, 1.2386], [0.5910, 1.3786, 2.3846], [-2.3006, -0.4605, -0.2785], [-1.7098, 1.1411, -0.5413], [-1.7110, 0.6951, 1.0882], [-0.5117, -2.5424, 0.3216], [1.0638, -2.1372, 0.8839], [-0.2800, -1.5151, 1.8856], [-0.7019, -1.8242, -1.6701], [0.9461, -1.2766, -1.7554], [-0.3890, -0.1712, -2.2027]],
  "forces_ev_per_angstrom": [[-1.0, -0.3, -0.7], [0.7, 0.8, -0.4], [2.7, 0.3, -2.0], [2.3, -1.5, -0.6], [-1.6, -3.0, 0.4], [0.3, 0.4, 0.5], [0.8, -0.8, -2.1], [-0.8, 2.4, -0.9], [0.5, -0.9, 0.9], [-0.5, -0.5, 1.8], [0.3, 0.6, -0.4], [0.6, 0.7, 1.1], [0.8, -0.4, -0.2], [-0.3, -0.7, 0.5], [-0.6, 0.4, 0.9], [-1.6, 1.1, 0.0], [-0.7, -0.2, 0.9], [-0.3, 0.3, 0.3], [-1.4, 0.7, 0.4], [-0.2, 0.5, -0.3]],
  "energy_ev": -25962.9293,
  "total_charge": 0,
  "smiles": "CC(C)(C)[C@@]1(Cl)N=NOC1=O"
}